[1]
Here is a cluster of 2 separate species, C2HF3O2 in total at a distorted geometry from the OMol25 dataset. Energies are from ωB97M-V with the def2-TZVPD basis set.

Its total energy is -526.58383 Ha. The multiplicity is 1. The value obtained for the HOMO-LUMO gap (alpha / beta) is 7.6442 / 7.6469 eV. Its strongest force on any atom is 4.44 eV Å⁻¹. The calculation puts the relative energy (zero: lowest compared OMol25 entry of this formula, charge and spin) at 212.8 kcal/mol.

Last column: natural (NBO) charge in e.
Atoms and positions in Å:
C1 0.845 0.571 0.010  0.44
C2 1.279 -0.637 0.006  0.55
O1 -2.171 0.383 0.395  -0.38
O2 -1.386 0.969 -0.515  -0.24
F1 1.163 1.790 0.222  -0.24
F2 2.525 -1.105 0.240  -0.29
F3 0.433 -1.624 -0.388  -0.29
H1 -2.688 -0.347 0.030  0.45

Cartesian forces, eV/Å:
C -3.944 1.870 -0.824
C 0.402 -2.481 -0.668
O -0.374 0.533 1.458
O 2.907 -0.950 0.194
F 0.743 -0.096 0.220
F -1.357 0.574 -0.103
F 1.197 0.794 0.627
H 0.425 -0.243 -0.903

---

[2]
Here is a structure of composition C4H2O5Pm at a distorted geometry from the OMol25 dataset. Energies are from ωB97M-V with the def2-TZVPD basis set.

As for the total charge: +2. Its total energy is -1137.41996 Ha. Its expectation value of S² is 8.75. The multiplicity is 6. The value obtained for the HOMO-LUMO gap (alpha / beta) is 7.1877 / 7.3228 eV. Its strongest force on any atom is 4.32 eV Å⁻¹.

Last column: Löwdin spin population.
Atoms and positions in Å:
C1 -0.851 -0.029 3.997  0.00
O1 -0.454 -0.155 5.069  0.00
O2 -1.270 0.069 2.914  0.00
O3 -1.610 -0.614 -0.628  -0.01
C2 -0.581 -0.704 -1.260  0.00
O4 0.321 0.265 -1.211  0.00
Pm1 -3.207 0.666 1.029  5.01
H1 -0.382 -1.507 -1.986  0.00
O5 1.370 -0.149 -3.327  0.00
C3 1.377 0.393 -2.265  0.00
C4 2.409 0.404 -1.299  0.00
H2 2.878 1.361 -1.034  0.00

Cartesian forces, eV/Å:
C 0.952 -0.517 2.585
O -0.350 0.232 -1.181
O -1.065 0.436 -1.705
O -1.417 0.411 1.550
C 1.282 0.693 -1.563
O -2.119 0.465 0.161
Pm 1.170 -0.770 -0.402
H -0.014 -0.007 0.320
O -1.237 1.729 0.477
C 1.751 -3.922 -0.477
C 1.165 1.229 0.077
H -0.119 0.020 0.158

---

[3]
Here is a structure of composition C5H8N2 at a distorted geometry from the OMol25 dataset. Energies are from ωB97M-V with the def2-TZVPD basis set.

Its total energy is -304.66503 Ha. The multiplicity is 1. The value obtained for the HOMO-LUMO gap is 7.9140 eV. Its strongest force on any atom is 1.45 eV Å⁻¹. The calculation puts the relative energy (zero: lowest compared OMol25 entry of this formula, charge and spin) at 107.0 kcal/mol.

Last column: natural (NBO) charge in e.
Atoms and positions in Å:
C1 -1.630 0.261 -0.701  -0.62
C2 -0.522 -0.551 -0.070  -0.23
C3 0.903 -0.598 -0.641  -0.12
N1 1.349 -0.815 0.655  -0.51
C4 0.243 -0.143 1.241  -0.11
C5 0.532 1.433 1.079  0.17
N2 0.973 1.855 0.032  -0.60
H1 -1.319 1.294 -0.866  0.23
H2 -1.897 -0.182 -1.667  0.22
H3 -2.528 0.260 -0.074  0.22
H4 -0.860 -1.582 0.109  0.23
H5 1.247 1.163 -0.837  0.30
H6 1.285 -1.155 -1.491  0.21
H7 2.305 -0.806 0.990  0.40
H8 -0.079 -0.433 2.243  0.22

Cartesian forces, eV/Å:
C 0.008 0.065 -0.024
C -0.119 0.193 -0.188
C 0.093 -0.131 -0.091
N 0.294 0.309 -0.164
C -0.088 -0.054 0.182
C 0.186 0.162 -0.459
N -0.226 0.284 0.723
H -0.083 -0.103 0.003
H 0.026 0.081 0.119
H 0.151 -0.008 -0.067
H 0.172 0.205 -0.067
H -0.390 -1.347 0.376
H 0.009 0.146 0.037
H -0.112 0.050 -0.102
H 0.080 0.148 -0.279

---

[4]
Here is a cluster of 2 separate species, C2H3F3S in total at a distorted geometry from the OMol25 dataset. Energies are from ωB97M-V with the def2-TZVPD basis set.

Its total energy is -775.69055 Ha. The multiplicity is 1. The value obtained for the HOMO-LUMO gap (alpha / beta) is 8.0283 / 7.6873 eV. Its strongest force on any atom is 3.79 eV Å⁻¹. The calculation puts the relative energy (zero: lowest compared OMol25 entry of this formula, charge and spin) at 74.6 kcal/mol.

Last column: natural (NBO) charge in e.
Atoms and positions in Å:
C1 1.685 0.259 0.003  -0.79
C2 -1.840 -0.233 -0.005  1.08
F1 -1.544 -1.231 -0.820  -0.29
F2 -1.931 -0.611 1.224  -0.29
F3 -2.873 0.569 -0.328  -0.30
S1 0.208 1.404 0.065  -0.08
H1 2.380 0.291 0.874  0.22
H2 2.419 0.366 -0.835  0.22
H3 1.495 -0.814 -0.178  0.24

Cartesian forces, eV/Å:
C 1.301 -0.721 -0.440
C 2.433 2.896 -0.266
F -0.915 0.921 0.368
F -0.299 -0.509 0.319
F 1.234 -1.591 -0.197
S -0.818 -2.645 -0.347
H -1.096 0.263 -0.083
H -0.996 0.981 0.122
H -0.844 0.406 0.525

---

[5]
Here is a structure of composition C14H25CeN5S2 at a distorted geometry from the OMol25 dataset. Energies are from ωB97M-V with the def2-TZVPD basis set.

As for the total charge: +3. Its total energy is -2092.75233 Ha. Its expectation value of S² is 0.75. The multiplicity is 2. The value obtained for the HOMO-LUMO gap (alpha / beta) is 6.6118 / 6.6202 eV. Its strongest force on any atom is 5.09 eV Å⁻¹.

Last column: Löwdin spin population.
Atoms and positions in Å:
Ce1 0.000 0.000 0.000  0.97
S1 -2.710 0.454 0.128  0.00
S2 2.576 0.101 -0.960  0.00
C1 -3.724 -1.050 -0.028  0.00
C2 -2.772 1.078 -1.591  0.00
C3 -1.742 0.463 -2.512  0.00
N1 -0.373 0.767 -2.061  -0.01
C4 0.658 0.303 -3.006  0.00
C5 2.036 0.757 -2.580  0.00
H1 -2.633 2.156 -1.524  0.00
H2 -3.774 0.916 -1.980  0.00
H3 -1.907 0.838 -3.528  0.00
H4 -1.849 -0.620 -2.549  0.00
H5 0.457 0.680 -4.014  0.00
H6 0.603 -0.784 -3.053  0.00
H7 2.074 1.842 -2.492  0.00
H8 2.775 0.479 -3.327  0.00
C6 3.246 -1.516 -1.462  0.00
H9 -0.294 1.780 -2.008  0.00
H10 2.646 -1.978 -2.239  0.00
H11 3.236 -2.152 -0.582  0.00
H12 4.271 -1.406 -1.803  0.00
H13 -3.439 -1.712 0.784  0.00
H14 -3.553 -1.557 -0.972  0.00
H15 -4.776 -0.804 0.073  0.00
C7 0.366 2.109 1.094  0.00
C8 0.492 1.137 2.024  0.04
H16 -0.571 2.634 0.956  0.00
H17 1.231 2.513 0.585  0.00
H18 -0.339 0.849 2.653  0.00
H19 1.460 0.729 2.283  0.00
N2 1.993 -2.794 3.162  0.00
C9 3.173 -2.384 2.682  0.00
C10 2.935 -1.477 1.671  0.00
N3 1.594 -1.364 1.467  0.00
C11 1.078 -2.140 2.426  0.00
C12 -0.309 -2.045 2.712  0.00
N4 -1.053 -1.184 2.011  0.00
C13 -2.210 -1.127 2.727  0.00
C14 -2.148 -2.020 3.776  0.00
N5 -0.938 -2.593 3.765  0.00
H20 1.834 -3.424 3.979  0.00
H21 4.137 -2.680 3.075  0.00
H22 3.717 -0.941 1.159  0.00
H23 -3.054 -0.481 2.549  0.00
H24 -2.911 -2.198 4.522  0.00
H25 -0.555 -3.260 4.471  0.00

Cartesian forces, eV/Å:
Ce -0.190 -5.000 0.927
S -1.526 0.213 -0.741
S 1.096 0.076 -1.285
C 0.024 -0.283 0.126
C -0.095 0.284 0.161
C -0.584 -0.013 -0.351
N -0.432 1.248 -2.526
C 0.391 -0.079 -0.559
C 0.204 0.268 0.100
H -0.057 0.144 -0.041
H -0.088 -0.002 0.017
H 0.082 -0.078 0.015
H -0.030 -0.225 -0.066
H -0.079 -0.068 0.048
H -0.027 -0.224 -0.067
H 0.054 0.135 -0.064
H 0.086 -0.013 -0.025
C -0.029 -0.284 0.136
H 0.001 0.481 -0.160
H -0.116 0.074 -0.078
H 0.017 -0.073 -0.138
H 0.050 0.207 -0.050
H -0.080 -0.066 -0.117
H 0.084 0.066 -0.120
H -0.038 0.204 -0.033
C 0.473 0.956 2.311
C 0.796 3.429 2.068
H -0.335 0.021 -0.113
H 0.268 -0.035 -0.256
H -0.019 0.084 -0.076
H -0.008 0.122 -0.036
N -0.932 -0.282 0.513
C 2.273 0.925 -0.594
C 1.247 -1.033 0.827
N 0.103 -0.938 0.937
C -0.714 -0.277 -0.359
C 0.494 -0.378 -0.581
N 0.136 -0.918 0.904
C -0.959 -0.880 1.287
C -2.187 1.238 0.306
N 1.031 -0.415 0.100
H 0.312 0.783 -1.148
H -0.244 -0.132 0.065
H -0.193 0.040 -0.102
H 0.139 0.020 -0.174
H 0.230 -0.165 -0.030
H -0.628 0.846 -0.956

---

[6]
Here is the molecule C6H10N4 at a distorted geometry from the OMol25 dataset. Energies are from ωB97M-V with the def2-TZVPD basis set.

Its total energy is -453.39051 Ha. The multiplicity is 1. The value obtained for the HOMO-LUMO gap (alpha / beta) is 5.5045 / 7.5273 eV. Its strongest force on any atom is 7.30 eV Å⁻¹. The calculation puts the relative energy (zero: lowest compared OMol25 entry of this formula, charge and spin) at 163.4 kcal/mol.

Last column: natural (NBO) charge in e.
Atoms and positions in Å:
C1 -2.366 0.151 -0.063  -0.29
C2 -1.532 1.282 0.051  -0.21
C3 -1.827 -1.089 -0.004  0.01
C4 -0.133 1.135 -0.066  -0.02
C5 0.333 -0.139 -0.174  0.30
C6 0.817 2.325 0.079  -0.60
N1 3.403 -0.384 -0.010  -0.57
N2 -0.507 -1.270 -0.157  -0.24
N3 1.781 -0.572 -0.113  -0.45
N4 0.056 -2.562 0.153  -0.65
H1 -3.481 0.381 0.011  0.23
H2 -1.896 2.181 0.271  0.20
H3 -2.493 -2.046 0.141  0.22
H4 1.048 2.545 -0.892  0.22
H5 1.661 2.140 0.563  0.23
H6 0.377 3.133 0.464  0.21
H7 -0.520 -2.977 0.838  0.37
H8 1.620 -1.504 0.206  0.38
H9 0.190 -3.137 -0.708  0.38
H10 3.469 0.406 -0.588  0.28

Cartesian forces, eV/Å:
C -2.107 0.544 0.998
C 3.589 -3.023 -1.426
C -3.284 -1.607 -0.204
C -1.980 1.735 1.065
C 6.868 -2.452 0.325
C -2.847 -3.398 -2.026
N -4.488 -1.202 0.556
N 1.016 -1.032 0.173
N -1.552 0.855 0.184
N 0.565 1.195 -1.692
H 1.654 -0.975 -0.082
H -1.603 3.536 0.667
H 1.545 1.991 -0.537
H 0.995 0.904 -2.645
H 3.616 -1.248 2.222
H -2.086 3.055 1.676
H -0.611 -0.725 0.623
H 0.837 -0.714 0.118
H -0.494 0.750 1.030
H 0.366 1.810 -1.024